# 1
Density functional theory data (ωB97M-V/def2-TZVPD) for C23H25ClN4O4S in the gas phase.

```
! wB97M-V def2-TZVPD RIJCOSX def2/J DEFGRID3
* xyz 0 1
C 2.94484 3.72479 1.27323
C 3.20177 3.07731 -0.09325
N 2.02097 2.71598 -0.84820
C 1.32804 3.83169 -1.47328
C 1.80806 4.02638 -2.91008
C 1.16774 1.73848 -0.21848
C 0.57078 0.81094 -1.28905
N -0.29770 -0.18491 -0.69988
C -1.66073 -0.05522 -0.76879
O -2.21223 0.84326 -1.36688
C -2.32185 -1.18228 -0.07769
C -3.63889 -1.45021 0.00437
C -4.74017 -0.60664 -0.42446
C -5.87350 -1.19804 -0.99444
C -6.94158 -0.43507 -1.41536
C -6.92433 0.94947 -1.27579
Cl -8.29077 1.85455 -1.78659
C -5.81287 1.54414 -0.67276
N -5.71656 2.97060 -0.45287
O -5.05118 3.33095 0.49317
O -6.29084 3.70875 -1.21717
C -4.74257 0.77216 -0.24548
S -1.12575 -2.28563 0.56839
C 0.23024 -1.26653 -0.04864
N 1.46883 -1.45354 0.01404
C 2.17297 -2.45712 0.63851
C 3.45404 -2.72011 0.13923
C 4.24177 -3.68779 0.71241
C 3.78686 -4.41162 1.81951
O 4.64597 -5.34197 2.31231
C 4.24814 -6.10957 3.42268
C 2.52540 -4.13387 2.33718
C 1.72724 -3.17020 1.74994
H 2.41980 3.03775 1.93253
H 3.89053 3.99294 1.73678
H 2.34607 4.62669 1.16946
H 3.78586 3.76139 -0.71301
H 3.79389 2.16765 0.04762
H 1.48309 4.76301 -0.91272
H 0.25419 3.63221 -1.48017
H 1.63694 3.12177 -3.48682
H 2.87195 4.24734 -2.92965
H 1.27280 4.84949 -3.37651
H 1.76950 1.12683 0.45702
H 0.34435 2.19127 0.35982
H 1.38110 0.30549 -1.81583
H -0.03823 1.38147 -1.99272
H -3.92394 -2.41127 0.41524
H -5.90381 -2.26987 -1.12175
H -7.80615 -0.90295 -1.85807
H -3.91697 1.27361 0.23307
H 3.80197 -2.15887 -0.71354
H 5.22533 -3.90701 0.32834
H 5.07950 -6.78178 3.62867
H 3.35221 -6.69917 3.20360
H 4.06542 -5.48186 4.30079
H 2.15131 -4.65983 3.20141
H 0.76111 -2.95549 2.18067
*
```

Results
* E_LUMO: -0.77 eV
* energy above the lowest of the compared OMol25 structures with the same formula, charge and spin: 104.9 kcal per mole
* Kohn-Sham gap: 7.17 eV
* structure (SMILES): CCN(CC)CCN1C(=O)/C(=C\c2ccc(Cl)c([N+](=O)[O-])c2)S/C1=N\c1ccc(OC)cc1

=====

# 2
Density functional theory data (ωB97M-V/def2-TZVPD) for a molecular structure, C23H25CrN6O7P2S.

```
! wB97M-V def2-TZVPD RIJCOSX def2/J DEFGRID3
* xyz 0 4
Cr 0.17037 0.90975 -0.84761
C 0.53723 6.18547 3.27974
C 0.16659 4.83109 2.73817
C -1.16172 4.45833 2.54988
C -1.49458 3.26198 1.94759
C -0.52259 2.34859 1.52876
N -0.83619 1.19089 0.80606
C -1.94828 0.45066 1.17863
C -2.33178 0.36760 2.53168
C -3.45033 -0.31103 2.95448
C -4.28495 -0.95647 2.04224
C -5.52687 -1.68327 2.49099
C -3.91395 -0.90847 0.71647
C -2.75706 -0.26025 0.27879
N -2.48415 -0.31432 -1.13047
C -3.09126 -1.10268 -2.03488
C -2.65627 -0.73617 -3.28966
C -1.74427 0.28790 -3.05855
N -1.63826 0.53635 -1.75513
C 0.80261 2.71565 1.75590
C 1.13942 3.93883 2.32433
N 1.86357 1.82381 1.40413
C 2.99682 1.62344 2.09922
C 3.76632 0.71896 1.40651
C 3.01341 0.40705 0.27637
N 1.86846 1.08413 0.26965
H -0.21993 6.55822 3.96985
H 0.62678 6.90517 2.46185
H 1.49466 6.15640 3.80063
H -1.95527 5.13828 2.84129
H -2.53592 3.02329 1.76905
H -1.70152 0.85840 3.26152
H -3.68680 -0.33759 4.01316
H -6.09831 -1.08223 3.20009
H -5.27294 -2.62290 2.98767
H -6.17779 -1.91766 1.64714
H -4.56890 -1.37103 -0.01023
H -3.77859 -1.87605 -1.74271
H -2.95400 -1.16652 -4.23015
H -1.14876 0.85703 -3.75301
H 2.18781 4.20607 2.41161
H 3.15832 2.11171 3.04517
H 4.72169 0.31376 1.69055
H 3.24976 -0.29918 -0.49973
C 2.54596 -3.36813 -2.97184
C 1.48904 -2.31544 -2.64663
O 0.29320 -2.50048 -3.43214
P 1.97406 -0.66907 -3.22889
O 1.83052 -0.75049 -4.80747
O 3.54167 -0.58050 -3.01835
O 1.24419 0.49321 -2.65201
P 1.05618 -2.33080 -0.83604
O 0.02256 -3.59147 -0.88775
O 2.24583 -2.64379 -0.02486
O 0.19708 -1.11990 -0.57710
H 2.89546 -3.27475 -4.00090
H 2.10324 -4.35597 -2.84136
H 3.39059 -3.27293 -2.29052
H -0.31543 -3.04869 -2.91798
H 0.96636 -1.10430 -5.06910
H 3.86743 0.33063 -3.06306
H 0.40219 -4.31545 -0.37095
S 0.38756 5.52931 -1.22872
C 0.28496 3.92961 -1.26084
N 0.20902 2.75637 -1.28741
*
```

Results
* E_LUMO (spin up / spin down): 0.33 / 0.32 eV
* energy above the lowest of the compared OMol25 structures with the same formula, charge and spin: 0.0 kcal per mole
* Kohn-Sham gap (spin up / spin down): 7.33 / 7.53 eV

=====

# 3
Density functional theory data (ωB97M-V/def2-TZVPD) for a molecular structure, C23H25FN2O6S2.

```
! wB97M-V def2-TZVPD RIJCOSX def2/J DEFGRID3
* xyz 0 1
O 0.87664 2.24988 3.29430
S -0.33914 2.91950 2.70265
O -1.19662 3.40245 3.61380
N 0.17741 4.27620 1.78172
H -0.65454 5.12916 1.70866
C 1.56430 4.72872 1.96023
H 2.04690 4.06679 2.83218
H 1.71806 5.83543 2.06257
C 2.32505 4.57569 0.44351
H 1.76366 5.06894 -0.27393
C 4.02594 4.74649 0.58434
H 4.31576 5.09886 -0.43786
H 3.85495 5.60306 1.25378
C 4.42920 3.32347 1.08193
H 4.47275 3.45857 2.07747
C 3.22972 2.37918 0.88022
H 3.38220 1.56865 0.11564
O 2.18250 3.13203 0.17498
H 2.84815 1.85609 1.49067
H 5.35634 3.05682 0.69232
C -1.17657 2.07779 1.58127
C -2.19451 1.41737 2.19156
C -2.86424 0.46875 1.21892
C -2.31364 0.15420 0.13984
C -1.14981 0.93255 -0.69176
C -0.61064 1.64414 0.33708
H 0.14217 2.19668 0.16414
H -0.72205 0.54722 -1.51588
S -3.16017 -1.07432 -0.87978
O -4.29876 -1.69213 -0.22550
O -3.32524 -0.56130 -2.42128
N -2.07163 -2.16533 -1.23467
C -1.60299 -2.97442 0.05034
C -0.79990 -2.09152 0.93172
C -0.85121 -1.56708 2.18566
C 0.58646 -0.96083 2.33116
C 1.11671 -0.96625 1.12456
O 0.59949 -1.94545 0.57014
H 2.18258 -0.67854 1.02206
H 0.82331 -0.28959 3.35369
H -1.69030 -1.85302 2.91772
H -1.03679 -3.92663 0.02321
H -2.55731 -3.03430 0.72136
C -1.18735 -2.17841 -2.15418
C -0.90394 -3.45490 -2.91956
C 0.11069 -4.40642 -2.94971
C 0.17294 -5.62960 -3.42974
C -1.01580 -6.19424 -4.02027
C -1.99911 -5.36409 -4.17858
C -1.99614 -4.06241 -3.39366
H -2.99990 -3.57352 -3.53510
H -2.89951 -5.83425 -4.57609
F -0.80801 -7.40926 -4.79071
H 1.13172 -6.21759 -3.39019
H 1.02805 -4.01933 -2.36822
H 0.03652 -2.04335 -1.79191
H -1.54901 -1.43468 -2.98509
H -3.86151 0.04708 1.57262
H -2.66386 1.64103 2.97558
*
```

Results
* E_LUMO: -0.93 eV
* energy above the lowest of the compared OMol25 structures with the same formula, charge and spin: 388.0 kcal per mole
* Kohn-Sham gap: 8.13 eV

=====

# 4
Density functional theory data (ωB97M-V/def2-TZVPD) for C23H25FN4O2S in the gas phase.

```
! wB97M-V def2-TZVPD RIJCOSX def2/J DEFGRID3
* xyz 0 1
C 1.34261 -5.02311 -1.51662
C 0.15532 -5.21882 -0.57984
C -1.13101 -4.50199 -1.03095
C -1.62311 -5.02322 -2.37966
C -2.22202 -4.69311 0.02766
N -0.86360 -3.07041 -1.19323
C -0.40339 -2.25316 -0.23568
O -0.16890 -2.59456 0.90870
C -0.16755 -0.81571 -0.72915
C 1.29748 -0.44046 -0.78995
C 2.28887 -1.15734 -0.13463
C 3.60623 -0.73532 -0.18040
C 3.91562 0.41426 -0.88097
F 5.19596 0.83896 -0.91351
C 2.94962 1.14246 -1.55202
C 1.64167 0.70258 -1.50640
N -0.89569 0.12781 0.11599
C -0.38236 0.34878 1.45555
C 0.69360 1.38525 1.49054
C 1.93183 1.29705 2.04420
C 2.69832 2.47462 1.88785
C 2.03117 3.44314 1.21587
S 0.44523 2.94589 0.76896
C -1.91604 0.80435 -0.45049
O -2.28053 0.59450 -1.59988
C -2.59688 1.88250 0.33416
C -2.96654 3.04733 -0.34473
N -3.60203 4.03337 0.25954
C -3.89456 3.87007 1.54123
C -3.55167 2.70749 2.21763
N -2.90654 1.72092 1.61647
H 1.54531 -3.96471 -1.66887
H 1.16810 -5.48792 -2.48376
H 2.22956 -5.47753 -1.08186
H 0.41723 -4.83874 0.40782
H -0.06212 -6.28348 -0.48340
H -1.77916 -6.09719 -2.32820
H -2.56809 -4.55240 -2.64301
H -0.90141 -4.81665 -3.16596
H -2.44998 -5.74882 0.14491
H -3.12813 -4.16836 -0.26682
H -1.88574 -4.29735 0.98144
H -1.08161 -2.68087 -2.09652
H -0.60532 -0.69547 -1.72799
H 2.03694 -2.04052 0.43049
H 4.38573 -1.28117 0.32692
H 3.22529 2.03394 -2.09236
H 0.87126 1.25945 -2.01956
H -1.21879 0.64141 2.09639
H 0.01563 -0.60311 1.81623
H 2.28897 0.41518 2.54441
H 3.70309 2.58574 2.25343
H 2.36270 4.42700 0.95075
H -2.73895 3.17499 -1.39304
H -4.41702 4.68405 2.02384
H -3.79590 2.54977 3.25915
*
```

Results
* E_LUMO: 0.11 eV
* energy above the lowest of the compared OMol25 structures with the same formula, charge and spin: 0.0 kcal per mole
* Kohn-Sham gap: 8.60 eV
* structure (SMILES): CCC(C)(C)NC(=O)[C@H](c1ccc(F)cc1)N(Cc1cccs1)C(=O)c1cnccn1

=====

# 5
Density functional theory data (ωB97M-V/def2-TZVPD) for a molecular structure, C23H25N2O2V.

```
! wB97M-V def2-TZVPD RIJCOSX def2/J DEFGRID3
* xyz -1 4
C 2.35285 0.07590 2.86694
C 2.15769 -0.74328 1.71392
C 1.59557 0.08719 0.67672
H 2.49700 -1.77009 1.58838
C 1.38279 1.39714 1.23076
C 1.88443 1.38917 2.56807
H 1.01777 2.26531 0.68196
C -1.39846 -1.84392 3.33821
C -0.19703 -2.42495 2.82389
C -0.22256 -2.28282 1.39647
H 0.56460 -2.96391 3.38263
C -1.41469 -1.55562 1.04310
C -2.12004 -1.26020 2.26187
H 1.50577 -0.18008 -0.37383
H 1.95891 2.26615 3.21185
H 2.87247 -0.24012 3.77210
H -3.07711 -0.73750 2.30408
H 0.45751 -2.73593 0.67837
H -1.75042 -1.90283 4.36325
V 0.05517 -0.27962 2.20807
C -1.92439 -1.27380 -0.34906
C -3.43993 -1.52177 -0.36591
C -1.24749 -2.19601 -1.37232
H -3.64262 -2.55228 -0.05257
H -3.82470 -1.36437 -1.37467
H -3.96059 -0.83769 0.31010
H -1.38709 -3.24087 -1.07168
H -0.17333 -1.99794 -1.46650
H -1.71071 -2.05316 -2.35298
C -1.57735 0.20620 -0.66938
C -2.14033 0.70014 -1.99057
H -0.48375 0.33115 -0.70103
H -1.95349 0.88537 0.11910
O -3.07023 0.13296 -2.55420
N -1.57065 1.80993 -2.55245
C -0.41024 2.54779 -2.07225
H -2.04924 2.14701 -3.37923
C 0.90577 1.91625 -2.48410
C 2.08914 2.54756 -2.09156
H 2.01828 3.46989 -1.50905
C 3.32601 2.00642 -2.44012
H 4.24103 2.50663 -2.11947
C 3.38713 0.83184 -3.20146
H 4.35437 0.41015 -3.48182
C 2.20605 0.20348 -3.60911
H 2.23076 -0.71013 -4.20581
C 0.96290 0.75021 -3.25876
H 0.03778 0.28215 -3.60582
H -0.45421 2.62895 -0.97240
H -0.47449 3.56953 -2.47189
O -0.06748 0.51888 6.39610
C -0.12445 0.43178 5.20609
N -0.19468 0.35380 4.00795
*
```

Results
* E_LUMO (spin up / spin down): 2.65 / 2.64 eV
* Kohn-Sham gap (spin up / spin down): 4.31 / 6.57 eV

=====

# 6
Density functional theory data (ωB97M-V/def2-TZVPD) for a molecular structure, C23H25N2OSZr.

```
! wB97M-V def2-TZVPD RIJCOSX def2/J DEFGRID3
* xyz 1 1
C 2.79051 2.24599 1.24414
C 1.91303 2.41775 0.10380
C 0.54769 2.30142 0.60524
H 2.24155 2.74592 -0.89070
C 0.57800 1.93270 2.04224
C 1.96648 1.93182 2.45904
H -0.27022 1.70009 2.69620
C 3.57180 -1.11240 0.03853
C 3.24970 -0.06918 -0.93646
C 2.01737 -0.45855 -1.56560
H 3.85832 0.81494 -1.16073
C 1.56804 -1.69629 -0.91138
C 2.46457 -2.04243 0.16582
H -0.34785 2.55252 0.04598
H 2.35071 1.45024 3.38047
H 3.88206 2.35312 1.09950
H 2.40271 -2.90737 0.86491
H 1.52125 0.04866 -2.40434
H 4.49074 -1.30521 0.61123
Zr 1.41821 0.12666 0.68248
C 0.35769 -2.53625 -1.29153
C 0.84679 -3.94863 -1.63566
C -0.38668 -1.90676 -2.47940
H 1.69073 -3.88253 -2.33941
H 0.02760 -4.50334 -2.10989
H 1.17343 -4.48596 -0.73108
H 0.21769 -2.04094 -3.39078
H -0.58008 -0.82769 -2.32603
H -1.34748 -2.43072 -2.60112
C -0.59518 -2.62730 -0.04516
C -1.26554 -1.32933 0.28906
H -0.01738 -2.98728 0.84762
H -1.36762 -3.38971 -0.27041
O -0.54669 -0.25914 0.46819
N -2.55778 -1.29041 0.50934
C -3.26476 -0.19396 1.28886
H -3.13181 -1.94075 -0.04033
C -3.34120 1.09016 0.52395
C -3.23047 2.31936 1.20451
H -3.04362 2.33050 2.29144
C -3.34271 3.52245 0.49442
H -3.25130 4.47845 1.02933
C -3.58828 3.50808 -0.89327
H -3.68544 4.45153 -1.44754
C -3.71786 2.27858 -1.55940
H -3.91270 2.24432 -2.63746
C -3.60702 1.06995 -0.84711
H -3.71523 0.10601 -1.36346
H -2.75209 -0.07056 2.25489
H -4.26257 -0.61585 1.45474
S 6.00230 0.49169 2.86983
C 4.55993 0.34175 2.34356
N 3.42066 0.00385 1.96895
*
```

Results
* E_LUMO: -3.71 eV
* energy above the lowest of the compared OMol25 structures with the same formula, charge and spin: 9.7 kcal per mole
* Kohn-Sham gap: 6.56 eV

=====

# 7
Density functional theory data (ωB97M-V/def2-TZVPD) for 2 unconnected molecules or ions with the total composition C23H25N3O2.

```
! wB97M-V def2-TZVPD RIJCOSX def2/J DEFGRID3
* xyz 0 1
C -1.14281 3.81218 -1.80881
C -0.04680 2.95281 -1.38356
N 1.13300 3.56269 -1.57855
O 2.30802 3.05200 -1.55904
O 1.01224 4.80957 -1.84745
H -2.12839 3.35242 -1.77866
H -1.14868 4.73062 -1.20252
H -0.90598 4.11868 -2.83918
H -0.12404 1.92299 -1.06882
C 2.90641 -1.44689 3.06297
C 2.61306 -0.91552 1.72223
N 3.56262 -0.32083 0.96685
C 4.93672 -0.10356 1.39083
C 3.04770 -0.00419 -0.30484
C 1.69527 -0.43368 -0.32830
C 0.94167 -0.27941 -1.48796
C 1.45773 0.51780 -2.50520
C 2.71946 1.15195 -2.36379
C 3.58939 0.76116 -1.31232
C 1.38959 -0.96416 0.98361
C 0.15715 -1.39863 1.46090
C -1.11598 -1.42435 0.84523
C -1.98561 -2.53288 0.65181
C -1.80999 -3.93501 1.05917
N -3.14473 -2.09724 0.09643
C -4.28768 -2.95119 -0.18284
C -3.12431 -0.69931 -0.04300
C -1.87762 -0.25931 0.46061
C -1.65583 1.09244 0.66422
C -2.66482 1.98986 0.30863
C -3.87167 1.56126 -0.27769
C -4.10936 0.18788 -0.44551
H 1.96625 -1.79291 3.49615
H 3.59554 -2.30747 3.02177
H 3.34471 -0.68760 3.72880
H 5.42867 0.52699 0.64586
H 4.95020 0.40098 2.36288
H 5.49160 -1.04837 1.48771
H -0.02544 -0.77407 -1.55125
H 0.89001 0.69978 -3.41210
H 3.10040 1.72200 -3.20405
H 4.59220 1.16295 -1.22919
H 0.20399 -1.88373 2.44360
H -0.85377 -4.00897 1.58328
H -2.60905 -4.25672 1.74834
H -1.79497 -4.62813 0.20431
H -5.07478 -2.34550 -0.63824
H -4.00540 -3.75891 -0.87114
H -4.67482 -3.41450 0.73671
H -0.70190 1.40916 1.09672
H -2.51391 3.05409 0.47882
H -4.60005 2.30376 -0.59899
H -5.03518 -0.18298 -0.88546
*
```

Results
* E_LUMO: -1.70 eV
* energy above the lowest of the compared OMol25 structures with the same formula, charge and spin: 185.8 kcal per mole
* Kohn-Sham gap: 4.10 eV

=====

# 8
Density functional theory data (ωB97M-V/def2-TZVPD) for C23H25N3O4 in the gas phase.

```
! wB97M-V def2-TZVPD RIJCOSX def2/J DEFGRID3
* xyz 0 1
C -5.09573 -3.19282 0.85811
C -4.54484 -1.80298 0.82969
C -3.46649 -1.46189 1.64082
C -2.90608 -0.20330 1.58424
C -3.42576 0.75668 0.71930
C -2.79989 2.07635 0.56163
O -3.61925 3.11435 0.53896
C -1.45774 2.23831 0.34856
C -0.91491 3.51667 -0.02570
O -1.52251 4.58274 -0.03950
C 0.51831 3.27010 -0.46594
O 1.33021 4.07203 -0.86630
N 0.71768 1.93253 -0.35199
C 1.96358 1.28984 -0.67568
C 2.83356 1.04705 0.56730
N 4.00901 0.27720 0.21368
C 5.16000 0.55585 1.05599
C 6.36841 -0.20147 0.50427
O 6.13164 -1.58902 0.46364
C 5.00286 -1.87072 -0.32762
C 3.76029 -1.15419 0.20084
C -0.39660 1.18142 0.19730
C -0.82881 0.06219 -0.71902
C -1.37358 0.33476 -1.96876
C -1.79792 -0.71800 -2.75978
C -1.65928 -2.00784 -2.26789
N -1.12095 -2.27927 -1.09239
C -0.71401 -1.27134 -0.34409
C -4.53826 0.43899 -0.05483
C -5.07945 -0.83073 -0.00620
H -4.38681 -3.87629 0.39080
H -5.25037 -3.52457 1.88295
H -6.03855 -3.25271 0.32108
H -3.05857 -2.19974 2.31573
H -2.08119 0.05097 2.23173
H -3.09036 3.93688 0.34672
H 2.50296 1.94720 -1.36075
H 1.75112 0.34392 -1.18124
H 3.14738 2.01776 0.95677
H 2.23818 0.54342 1.34914
H 5.36424 1.62763 1.03457
H 4.98508 0.24414 2.10122
H 7.23997 -0.05736 1.14474
H 6.58917 0.16883 -0.50775
H 4.86711 -2.95310 -0.29670
H 5.18381 -1.55158 -1.36497
H 2.91308 -1.37405 -0.45089
H 3.53171 -1.52911 1.21580
H -0.10293 0.75345 1.16717
H -1.46360 1.35669 -2.30911
H -2.22858 -0.54224 -3.73282
H -1.98599 -2.86524 -2.84071
H -0.27565 -1.54525 0.60756
H -4.95647 1.18785 -0.70993
H -5.92819 -1.07098 -0.62974
*
```

Results
* E_LUMO: -0.50 eV
* energy above the lowest of the compared OMol25 structures with the same formula, charge and spin: 62.5 kcal per mole
* Kohn-Sham gap: 8.46 eV
* structure (SMILES): Cc1ccc(/C(O)=C2/C(=O)C(=O)N(CCN3CCOCC3)[C@@H]2c2cccnc2)cc1